(1)
Molecular formula: C6H11F6N3O12P2PdS2
Method: DFT, wB97M-V/def2-TZVPD

Each line ends with the natural charge from an NBO analysis.
Positions of all 43 atoms, in Å:
H  -4.794  0.402  0.317  0.27
H  4.162  1.064  2.429  0.22
H  -5.059  1.132  -1.289  0.27
O  -0.235  4.787  -0.524  -0.01
N  -1.712  -1.402  -1.618  -1.25
F  -2.613  -1.719  1.092  -0.34
N  -2.130  1.839  -0.463  -0.43
H  2.825  0.994  3.624  0.24
O  4.111  2.078  0.137  -0.99
C  -3.122  1.285  -0.566  0.51
F  -0.402  -2.078  -4.067  -0.30
F  -3.343  -3.747  0.929  -0.30
Pd  -0.159  2.228  -0.512  1.16
F  1.329  -2.733  -2.946  -0.30
O  0.018  2.525  1.524  -1.07
C  -4.372  0.552  -0.674  -0.75
C  -2.378  -2.924  0.537  0.71
O  -1.624  -3.934  -1.760  -0.91
P  2.703  1.357  -0.134  2.36
O  0.594  -1.665  -0.600  -0.96
F  -1.219  -3.369  1.020  -0.31
O  2.870  0.141  -0.956  -1.12
H  -4.181  -0.411  -1.151  0.31
N  2.272  -0.678  1.506  -0.72
S  -2.373  -2.802  -1.312  2.26
C  3.132  1.351  2.642  -0.64
H  1.707  -1.058  0.712  0.51
O  -0.429  0.075  1.381  -1.03
C  2.176  0.827  1.569  -0.64
S  -0.192  -1.045  -1.635  2.27
O  1.772  2.500  -0.593  -1.03
C  0.555  -1.694  -3.231  0.75
H  1.956  -1.096  2.384  0.43
H  -0.738  -0.633  1.958  0.52
H  4.699  1.961  -0.618  0.52
O  -3.770  -2.680  -1.614  -0.93
O  0.397  0.979  3.607  -1.11
P  0.430  1.198  2.153  2.37
H  3.237  -0.959  1.326  0.44
H  3.091  2.439  2.657  0.26
O  -0.356  5.276  -1.606  0.02
F  1.278  -0.750  -3.806  -0.29
O  -0.116  0.386  -1.830  -0.98

Results
LUMO (alpha / beta) in eV: -1.753 / -1.823
Electronic energy in Ha: -3508.60076
Expectation value of S²: 2.043
Net charge: 0
Energy above the lowest of the compared OMol25 structures with the same formula, charge and spin in kJ/mol: 37.6
Multiplicity: 3


(2)
Molecular formula: C6H11FO
Method: DFT, wB97M-V/def2-TZVPD

Each line ends with the natural charge from an NBO analysis.
Positions of all 19 atoms, in Å:
C  1.141  -1.484  1.029  -0.64
H  -1.454  -1.141  -0.484  0.48
C  -0.695  1.277  0.106  -0.20
C  1.772  1.619  -0.142  -0.63
H  1.408  -0.252  1.753  0.22
H  -2.656  1.116  1.075  0.21
C  0.628  0.794  0.048  -0.08
H  2.276  -2.242  1.061  0.23
H  -2.600  1.182  -0.786  0.20
H  -0.026  -2.007  0.942  0.28
C  1.050  -0.666  -0.233  0.12
H  2.469  1.156  -1.047  0.22
H  -0.653  2.412  0.345  0.20
H  1.481  2.729  -0.203  0.23
F  0.164  -1.256  -1.084  -0.37
C  -2.054  0.754  0.124  -0.12
H  2.092  -0.744  -0.642  0.18
H  2.460  1.414  0.794  0.21
O  -2.166  -0.760  0.170  -0.75

Results
LUMO in eV: 0.624
Electronic energy in Ha: -410.10696
Net charge: 0
Energy above the lowest of the compared OMol25 structures with the same formula, charge and spin in kJ/mol: 546.0
Multiplicity: 1


(3)
Molecular formula: C6H11FS
Method: DFT, wB97M-V/def2-TZVPD

Each line ends with the natural charge from an NBO analysis.
Positions of all 19 atoms, in Å:
H  -1.538  -1.524  -0.327  0.20
C  0.360  1.281  0.574  0.00
H  -0.516  1.716  1.148  0.18
C  -2.349  0.290  -0.785  -0.54
H  1.087  1.273  1.415  0.18
F  0.914  2.220  -0.357  -0.38
C  0.156  -0.069  -0.022  -0.05
H  3.127  0.226  0.380  0.23
H  0.879  -2.189  0.120  0.24
H  2.523  -0.126  -1.441  0.22
H  -2.094  1.438  -0.937  0.22
H  3.437  -1.444  -0.417  0.23
S  -3.976  0.041  0.106  -0.06
C  -1.094  -0.489  -0.344  -0.15
H  -2.504  -0.053  -1.748  0.22
C  1.233  -1.139  0.210  -0.46
H  -3.393  0.353  1.379  0.14
H  1.106  -1.192  1.313  0.21
C  2.642  -0.613  -0.268  -0.64

Results
LUMO in eV: 0.524
Structure (SMILES): CC/C(=C/CS)CF
Electronic energy in Ha: -733.15395
Net charge: 0
Energy above the lowest of the compared OMol25 structures with the same formula, charge and spin in kJ/mol: 230.1
Multiplicity: 1


(4)
Molecular formula: C6H11IN
Method: DFT, wB97M-V/def2-TZVPD

Each line ends with the natural charge from an NBO analysis.
Positions of all 19 atoms, in Å:
C  1.181  -0.359  1.740  -0.42
H  0.068  1.302  2.218  0.41
H  1.240  -0.674  2.738  0.22
H  2.104  0.232  1.470  0.23
C  -0.477  -0.878  -3.172  -0.23
C  0.123  0.077  -2.453  -0.24
N  0.083  0.541  1.639  -0.39
I  1.273  2.955  -0.454  0.45
H  -0.846  -1.696  -2.687  0.19
H  -1.874  0.502  1.365  0.23
H  -0.558  -0.778  -4.179  0.21
H  1.051  -1.205  1.082  0.22
H  -0.504  -0.583  -0.489  0.24
H  -1.163  -0.989  1.046  0.20
H  -1.339  -0.604  2.655  0.23
C  -1.177  -0.160  1.756  -0.42
H  0.557  0.883  -2.895  0.21
C  -0.038  0.205  -1.050  -0.33
C  0.296  1.229  -0.329  -0.01

Results
LUMO in eV: -4.726
Electronic energy in Ha: -587.26906
Net charge: +1
Energy above the lowest of the compared OMol25 structures with the same formula, charge and spin in kJ/mol: 326.5
Multiplicity: 1


(5)
Molecular formula: C6H11IO
Method: DFT, wB97M-V/def2-TZVPD

Each line ends with the natural charge from an NBO analysis.
Positions of all 19 atoms, in Å:
H  1.174  -2.961  -0.548  0.21
I  3.167  0.515  0.085  0.11
C  -0.819  -0.174  1.468  -0.60
H  2.928  -2.766  -0.075  0.20
C  1.983  -2.290  -0.302  -0.53
H  -1.307  2.357  -0.860  0.20
H  0.454  1.226  0.456  0.22
C  -0.223  -0.206  -0.956  0.31
H  -1.851  -0.515  1.421  0.20
C  -1.556  1.728  -0.008  -0.60
H  -0.769  -1.132  -1.053  0.19
O  0.028  0.363  -2.149  -0.67
H  -0.168  -1.043  1.523  0.23
H  -0.692  0.408  2.378  0.22
H  0.508  1.194  -2.021  0.48
H  -2.520  1.261  -0.192  0.20
C  1.778  -0.999  -0.281  -0.28
H  -1.641  2.364  0.870  0.22
C  -0.473  0.672  0.245  -0.32

Results
LUMO in eV: 0.492
Electronic energy in Ha: -608.04048
Net charge: 0
Energy above the lowest of the compared OMol25 structures with the same formula, charge and spin in kJ/mol: 42.9
Multiplicity: 1


(6)
Molecular formula: C6H11ISi
Method: DFT, wB97M-V/def2-TZVPD

Each line ends with the natural charge from an NBO analysis.
Positions of all 19 atoms, in Å:
C  -1.617  1.943  0.431  -0.64
I  -5.597  0.726  0.678  0.18
H  0.196  1.461  1.149  0.25
H  1.575  -1.976  1.295  0.26
Si  -0.202  -0.616  -0.055  1.88
C  -3.239  -1.356  -0.129  -0.35
H  -0.121  -2.506  1.491  0.27
H  0.116  -1.208  -2.467  0.27
C  0.313  -0.363  -1.854  -1.21
H  -2.598  1.520  0.051  0.25
H  1.464  -0.238  -1.813  0.26
H  0.757  -2.754  0.039  0.24
C  -4.024  -0.548  0.196  -0.55
C  -0.707  0.861  0.982  -0.98
H  -1.487  2.514  -0.508  0.22
H  -1.213  0.587  1.967  0.28
H  -1.671  2.793  1.156  0.22
H  -0.211  0.445  -2.474  0.28
C  0.551  -2.126  0.820  -1.14

Results
LUMO in eV: -0.598
Electronic energy in Ha: -822.18946
Net charge: 0
Energy above the lowest of the compared OMol25 structures with the same formula, charge and spin in kJ/mol: 395.5
Multiplicity: 1


(7)
Molecular formula: C6H11InO4
Method: DFT, wB97M-V/def2-TZVPD

Each line ends with the natural charge from an NBO analysis.
Positions of all 22 atoms, in Å:
H  0.584  4.384  -2.304  0.24
In  -2.293  -3.148  -0.572  1.11
H  0.542  -4.191  3.763  0.30
H  -0.891  3.900  -1.471  0.22
C  1.050  2.077  -0.819  -0.09
H  0.952  2.867  -0.082  0.22
C  0.325  2.294  -2.168  0.06
H  1.057  2.073  -2.943  0.21
H  2.062  1.806  -1.102  0.22
C  0.339  -2.656  2.311  -0.13
H  1.336  -2.844  1.905  0.23
O  0.336  0.920  -0.325  -0.48
H  0.435  -1.876  3.123  0.45
O  -1.292  -0.469  -0.954  -0.70
C  -0.238  -3.909  3.046  -0.56
H  -0.744  3.816  -3.285  0.25
H  -1.067  -3.739  3.735  0.28
H  -0.393  -4.740  2.359  0.28
O  -0.757  1.334  -2.185  -0.44
C  -0.252  3.679  -2.325  -0.63
C  -0.641  0.541  -1.117  1.02
O  -0.449  -2.119  1.411  -0.06

Results
LUMO in eV: -13.769
Electronic energy in Ha: -725.48628
Net charge: +2
Energy above the lowest of the compared OMol25 structures with the same formula, charge and spin in kJ/mol: 69.2
Multiplicity: 1


(8)
Molecular formula: C6H11LaO4
Method: DFT, wB97M-V/def2-TZVPD

Each line ends with the Löwdin spin population.
Positions of all 22 atoms, in Å:
H  -3.681  -0.049  -0.189  0.00
O  0.559  4.630  -3.638  0.03
C  0.166  1.257  -0.703  0.60
O  -1.740  -0.787  2.463  0.00
H  -3.798  -0.563  2.293  0.00
H  -3.088  -1.873  1.324  0.00
La  0.109  -0.471  1.600  0.04
C  -1.078  0.834  -1.002  0.04
H  2.218  5.794  -3.175  0.00
C  1.144  5.701  -2.939  0.00
O  0.851  0.868  0.321  0.17
H  0.862  2.728  -4.195  0.00
H  -1.676  1.123  -1.865  0.00
H  -2.830  1.151  0.842  0.00
H  0.632  6.621  -3.245  0.00
H  2.222  3.405  -3.412  0.00
H  1.032  5.563  -1.850  0.00
C  1.121  3.390  -3.360  0.06
O  -1.599  -0.173  -0.164  0.02
C  -2.842  0.100  0.507  0.00
C  -2.905  -0.847  1.704  0.00
H  0.724  2.666  -2.293  0.02

Results
LUMO (alpha / beta) in eV: -4.700 / -4.755
Electronic energy in Ha: -567.37307
Expectation value of S²: 0.762
Net charge: +1
Multiplicity: 2


(9)
Molecular formula: C6H11N
Method: DFT, wB97M-V/def2-TZVPD

Each line ends with the natural charge from an NBO analysis.
Positions of all 18 atoms, in Å:
H  0.224  -1.605  -1.573  0.21
C  1.234  0.878  0.523  0.30
N  1.942  1.387  1.284  -0.34
C  -0.785  -0.444  1.956  -0.62
H  -0.475  2.072  -1.223  0.22
H  0.841  1.322  -2.146  0.22
C  0.936  -1.081  -0.925  -0.59
C  -0.057  1.117  -1.554  -0.58
H  -0.109  -1.292  2.109  0.21
H  -0.371  0.410  2.500  0.22
H  -0.787  0.627  -2.210  0.21
H  -1.746  -0.696  2.417  0.22
H  -1.527  -0.944  -0.013  0.21
H  1.810  -0.820  -1.533  0.22
C  -1.001  -0.114  0.475  -0.38
H  -1.667  0.756  0.417  0.21
C  0.274  0.193  -0.367  -0.16
H  1.262  -1.765  -0.136  0.22

Results
LUMO in eV: 0.795
Structure (SMILES): CCC(C)(C)C#N
Electronic energy in Ha: -289.96877
Net charge: 0
Energy above the lowest of the compared OMol25 structures with the same formula, charge and spin in kJ/mol: 7.7
Multiplicity: 1


(10)
Molecular formula: C6H11N
Method: DFT, wB97M-V/def2-TZVPD

Each line ends with the natural charge from an NBO analysis.
Positions of all 18 atoms, in Å:
H  -0.108  1.728  -1.291  0.20
C  -0.306  0.868  -0.641  -0.24
H  0.761  2.161  0.743  0.21
C  0.338  1.148  0.713  -0.44
H  1.856  -0.256  0.387  0.21
H  -0.405  -1.311  -3.300  0.15
C  1.372  0.147  1.279  -0.40
C  -1.165  -0.045  -1.039  -0.05
H  -0.232  -0.965  2.212  0.20
C  -1.346  -0.740  -3.286  -0.02
H  -1.481  -0.756  -0.311  0.20
H  1.211  -1.888  2.088  0.22
H  -2.070  -1.011  -4.092  0.17
N  -1.786  -0.144  -2.280  -0.39
H  -0.430  1.515  1.410  0.21
H  0.867  -0.485  3.305  0.22
H  2.058  0.906  1.814  0.20
C  0.866  -0.873  2.290  -0.63

Results
LUMO in eV: 1.054
Structure (SMILES): C=N/C=C/CCC
Electronic energy in Ha: -289.87408
Net charge: 0
Energy above the lowest of the compared OMol25 structures with the same formula, charge and spin in kJ/mol: 256.3
Multiplicity: 1


Repeat the third record exactly.
Molecular formula: C6H11FS
Method: DFT, wB97M-V/def2-TZVPD

Each line ends with the natural charge from an NBO analysis.
Positions of all 19 atoms, in Å:
H  -1.538  -1.524  -0.327  0.20
C  0.360  1.281  0.574  0.00
H  -0.516  1.716  1.148  0.18
C  -2.349  0.290  -0.785  -0.54
H  1.087  1.273  1.415  0.18
F  0.914  2.220  -0.357  -0.38
C  0.156  -0.069  -0.022  -0.05
H  3.127  0.226  0.380  0.23
H  0.879  -2.189  0.120  0.24
H  2.523  -0.126  -1.441  0.22
H  -2.094  1.438  -0.937  0.22
H  3.437  -1.444  -0.417  0.23
S  -3.976  0.041  0.106  -0.06
C  -1.094  -0.489  -0.344  -0.15
H  -2.504  -0.053  -1.748  0.22
C  1.233  -1.139  0.210  -0.46
H  -3.393  0.353  1.379  0.14
H  1.106  -1.192  1.313  0.21
C  2.642  -0.613  -0.268  -0.64

Results
LUMO in eV: 0.524
Structure (SMILES): CC/C(=C/CS)CF
Electronic energy in Ha: -733.15395
Net charge: 0
Energy above the lowest of the compared OMol25 structures with the same formula, charge and spin in kJ/mol: 230.1
Multiplicity: 1